Record 1
Entry from OMol25: a 10-piece molecular cluster, C31H65IN11O23S overall at a distorted geometry (wB97M-V/def2-TZVPD).

Properties
net charge	+1
E	-4247.46767	Eh
F_max	0.0843	hartree/bohr
gap between HOMO and LUMO	6.99	eV

```
132
Properties=species:S:1:pos:R:3:forces:R:3
C 0.3245 -3.5399 2.9130 0.107 0.523 -0.272
C -0.3216 -2.6103 2.4476 1.184 0.567 -0.708
C -0.7444 -1.3122 1.6516 -0.518 -1.601 1.023
C 0.4928 -0.4817 1.1050 1.193 -0.895 -0.084
C 1.8827 -1.3140 1.1307 -2.145 -1.018 -0.291
N 2.7806 -0.5825 0.1810 0.756 -0.340 -0.384
C 4.0555 -1.3816 -0.0438 0.930 -0.437 0.337
I 5.3584 -0.4877 -1.5426 -0.679 -0.228 0.125
C 4.9094 -1.5878 1.2828 -0.640 -1.556 0.629
C 4.8444 -3.1664 1.6331 -0.092 0.215 0.295
C 3.0147 0.8605 0.5056 0.662 1.964 -0.086
C 1.7848 1.6266 1.1856 0.561 1.300 -0.521
C 1.1905 2.7249 0.1688 -1.332 0.557 1.200
C -0.1200 2.2687 -0.5873 0.798 0.626 -2.013
C 0.3679 1.5761 -1.9658 0.196 -0.767 0.807
C -0.5876 0.4028 -2.4605 0.623 0.403 -0.170
C 0.2024 -0.8818 -2.9843 -0.607 -0.647 -0.083
C -0.2295 -2.2285 -2.2456 0.260 0.916 -0.150
O 0.1876 -3.3144 -3.1287 -0.136 -1.370 1.757
C -0.0763 -4.5595 -2.5629 -0.809 -1.587 -2.311
O -1.0448 -4.8130 -1.8584 1.753 0.868 -0.618
C 0.9070 -5.7569 -2.8362 0.808 1.186 -0.508
C 2.3129 -5.4992 -2.8956 -0.636 0.130 0.047
N 0.7549 0.7794 1.8155 0.675 -0.529 -0.160
C 0.9169 0.6150 3.2771 -1.366 0.321 1.298
C -0.2952 1.4265 3.9857 0.963 0.235 0.818
C -1.2910 0.4959 4.8109 0.807 0.542 0.610
S -3.0187 0.7851 4.2524 -2.779 2.116 -2.567
O -3.7100 1.8261 5.0299 1.475 -2.728 0.019
O -3.0999 1.1459 2.8177 1.275 -1.512 2.143
O -3.7907 -0.7014 4.3744 1.924 1.510 0.405
H 1.0266 -4.3360 3.2794 -1.504 1.184 -0.456
H -1.4041 -1.6571 0.7904 0.893 0.480 1.038
H -1.4226 -0.7157 2.3393 0.975 -0.304 -1.116
H 0.2941 -0.3350 -0.0107 0.164 0.365 1.518
H 2.2960 -1.4523 2.1659 -0.212 0.451 -1.198
H 1.6946 -2.3422 0.6780 0.434 1.214 0.603
H 2.2984 -0.6046 -0.7419 0.139 0.143 0.580
H 3.7035 -2.3687 -0.4865 0.587 1.311 0.614
H 4.4991 -1.0115 2.1764 0.421 -0.512 -1.371
H 5.9990 -1.3345 1.1716 -1.352 0.051 -0.102
H 5.7573 -3.6648 1.1923 -1.126 0.375 0.594
H 3.9133 -3.6601 1.2078 1.133 0.639 0.434
H 4.7964 -3.3452 2.7563 0.344 0.265 -1.448
H 3.2258 1.3900 -0.4814 -0.239 -0.845 1.252
H 3.9652 1.0111 1.1162 -1.286 -0.755 -0.630
H 2.2436 2.2615 2.0143 -0.548 -0.977 -1.060
H 1.9731 3.1293 -0.5452 -0.822 -0.718 0.751
H 0.8985 3.6100 0.8272 0.547 -1.342 -0.945
H -0.7233 3.1731 -0.9255 0.768 -1.084 0.823
H -0.8125 1.6012 -0.0001 0.899 0.693 -0.447
H 1.3896 1.1017 -1.7417 -1.116 0.542 -0.355
H 0.5836 2.3549 -2.7679 -0.440 -0.988 1.057
H -1.2299 0.8391 -3.2933 0.508 -0.868 1.251
H -1.2239 0.0887 -1.5769 0.382 0.425 -1.133
H 1.3281 -0.8033 -2.8936 -1.134 0.189 -0.194
H -0.0262 -1.0392 -4.0845 0.391 0.101 1.297
H 0.3422 -2.3907 -1.2691 -0.788 0.374 -0.992
H -1.3363 -2.2672 -2.0293 1.151 0.033 -0.360
H 0.5454 -6.8168 -2.9630 -0.143 1.185 2.200
H 2.9706 -5.6360 -1.9848 -0.293 -1.733 -1.696
H 2.7852 -5.1370 -3.8576 -0.678 1.572 1.736
H 1.8608 1.0495 3.7146 -0.736 -0.433 -0.941
H 0.8890 -0.4718 3.6326 -0.004 1.260 -0.701
H 0.1711 2.1381 4.7463 -0.664 -0.865 -0.993
H -0.7835 2.0757 3.2069 0.299 -0.929 0.820
H -1.2488 0.7917 5.9105 -0.397 -0.434 -1.425
H -0.9523 -0.5806 4.7627 -0.815 0.967 -0.195
H -3.0831 -1.3392 4.1238 -0.763 0.131 0.141
C -4.1828 -4.0985 -2.4580 0.350 -0.052 0.073
N -4.8596 -2.7793 -2.5680 0.065 -0.059 0.054
O -4.1991 -1.7855 -2.3114 -0.345 -0.132 -0.119
O -6.0291 -2.7852 -2.9082 0.384 0.227 0.078
H -3.1532 -3.9388 -2.1487 -0.159 0.031 -0.001
H -4.7219 -4.6841 -1.7153 -0.071 0.019 -0.167
H -4.2229 -4.5705 -3.4385 -0.160 -0.009 0.173
C -1.3914 6.2055 2.9050 -0.112 -0.018 -0.114
N -0.4804 5.4693 1.9887 -0.345 0.141 -0.072
O -0.6122 5.6532 0.7935 0.291 -0.260 0.368
O 0.3392 4.7272 2.5094 -0.175 0.206 -0.103
H -2.0620 6.8218 2.3119 0.152 -0.083 -0.015
H -1.9502 5.4642 3.4747 0.144 0.018 0.027
H -0.7767 6.8211 3.5549 -0.021 -0.201 -0.049
C -2.1720 9.0514 6.7083 -0.287 0.197 0.009
N -1.2602 8.3259 5.7840 -0.003 0.056 0.101
O -1.3974 8.5218 4.5855 0.137 0.060 0.500
O -0.4395 7.5854 6.2895 -0.226 0.185 -0.391
H -2.8456 9.6702 6.1209 0.139 -0.103 -0.027
H -2.7272 8.3048 7.2742 0.171 0.016 0.051
H -1.5553 9.6648 7.3624 -0.014 -0.173 0.018
C -4.4927 3.3708 -1.6021 -0.271 0.007 0.119
N -3.5503 3.8059 -2.6676 -0.107 0.180 -0.185
O -3.9767 4.5610 -3.5185 0.325 -0.283 0.229
O -2.4122 3.3693 -2.6075 -0.292 0.107 -0.139
H -5.4602 3.8331 -1.7809 0.157 -0.006 -0.070
H -4.5677 2.2859 -1.6532 0.122 0.072 0.074
H -4.0806 3.6938 -0.6477 0.058 -0.140 -0.076
C -7.0539 -4.8505 -5.5707 -0.279 0.134 -0.091
N -5.7365 -5.3727 -6.0231 -0.078 0.002 -0.297
O -5.5493 -5.4606 -7.2199 0.150 -0.039 0.500
O -4.9352 -5.6766 -5.1524 -0.122 0.027 -0.377
H -7.6588 -4.6239 -6.4450 0.162 -0.081 0.029
H -7.5233 -5.6244 -4.9663 0.122 0.106 0.063
H -6.8675 -3.9513 -4.9856 0.013 -0.168 0.105
C 6.3971 3.5502 -2.2266 0.302 0.082 0.004
N 5.0402 3.7482 -1.6500 -0.115 0.046 -0.013
O 4.9725 4.2429 -0.5404 -0.233 -0.283 -0.316
O 4.0914 3.3974 -2.3370 0.362 0.079 0.495
H 7.1377 3.9036 -1.5136 -0.179 -0.005 -0.008
H 6.5215 2.4848 -2.4146 -0.095 0.135 -0.116
H 6.4478 4.1233 -3.1506 -0.072 -0.162 0.003
C 3.8322 -9.0339 -3.7283 -0.194 -0.215 -0.156
N 4.5084 -8.7449 -2.4357 0.025 -0.083 0.197
O 4.2021 -9.4293 -1.4777 0.173 0.340 -0.229
O 5.3229 -7.8380 -2.4324 -0.281 -0.232 0.073
H 3.1377 -9.8581 -3.5853 0.118 0.085 0.092
H 3.3025 -8.1314 -4.0291 0.163 -0.012 -0.022
H 4.6016 -9.2996 -4.4508 -0.037 0.160 0.043
C 1.2602 -0.2619 -7.0918 -0.206 0.038 -0.215
N 2.7024 -0.2966 -6.7288 0.205 0.046 -0.157
O 3.5074 -0.0828 -7.6135 -0.165 -0.100 0.437
O 2.9718 -0.5385 -5.5637 -0.022 0.063 -0.267
H 1.1716 -0.0372 -8.1517 0.112 -0.019 0.121
H 0.8420 -1.2419 -6.8686 0.030 0.108 0.103
H 0.7894 0.5148 -6.4916 0.036 -0.134 0.046
C -3.5347 3.2707 7.5378 0.059 -0.118 -0.003
N -3.0806 4.3452 8.4614 0.101 -0.049 0.225
O -2.3207 4.0296 9.3587 -0.240 0.286 -0.272
O -3.5049 5.4682 8.2496 0.204 -0.266 0.092
H -3.0813 2.3313 7.8431 -0.020 0.163 0.051
H -4.6193 3.2151 7.6059 0.087 0.093 -0.132
H -3.2163 3.5442 6.5354 -0.178 0.049 0.108
```
Forces are in eV/Å.

Here are the Löwdin charges for atoms 1 to 2, given in e:
1 C 0.086
2 C -0.122

=====

Record 2
Entry from OMol25: C24H43BrDyN9O5Si as an isolated structure at a distorted geometry (wB97M-V/def2-TZVPD).

Properties
net charge	+2
E	-5557.53104	Eh
F_max	0.0448	hartree/bohr
spin multiplicity	6
gap between HOMO and LUMO (spin up / spin down)	8.50 / 8.51	eV

```
84
Properties=species:S:1:pos:R:3:forces:R:3
Dy -1.0164 -0.6958 -1.6519 0.922 -1.658 1.119
O -1.1672 -0.6056 -4.6294 0.162 0.125 -0.157
C -0.3403 -0.0658 -3.9121 0.683 0.500 -1.363
O -0.6110 0.8020 -2.9856 0.166 1.124 -1.332
C 1.0732 -0.6141 -3.8193 -0.004 -0.060 0.207
C 2.0618 -0.5234 -4.7737 -0.056 0.013 -0.131
C 3.2947 -1.0898 -4.4848 0.028 -0.006 0.049
C 3.4845 -1.7119 -3.2594 0.056 -0.076 -0.088
C 2.4301 -1.7647 -2.3671 -0.095 -0.026 0.133
N 1.2382 -1.2314 -2.6326 0.099 0.370 -0.415
H 1.8735 -0.0099 -5.7068 0.003 -0.043 -0.002
H 4.1015 -1.0419 -5.2042 -0.007 0.028 0.015
H 4.4364 -2.1554 -3.0016 -0.030 0.017 0.012
H 2.5385 -2.2302 -1.3945 0.033 -0.026 -0.022
N -0.2422 -3.0903 0.3452 0.063 0.054 -0.086
N -1.3964 -3.3428 1.0919 -0.010 -0.109 -0.044
C -2.4457 -2.5176 1.0018 0.030 0.152 -0.108
N -3.5556 -2.7602 1.6716 -0.027 -0.030 0.009
N -2.2145 -1.4380 0.2279 -0.436 0.131 0.285
N -3.1498 -0.5329 -0.0421 -1.033 0.211 1.044
O -2.7012 0.4453 -0.6931 -1.072 0.156 0.721
O -4.3185 -0.6233 0.2814 0.305 0.125 -0.165
H -0.0373 -3.8733 -0.2640 -0.112 -0.054 -0.025
H 0.5406 -2.9135 0.9634 -0.011 0.029 0.068
H -1.4518 -4.1613 1.6800 -0.006 -0.024 0.029
H -3.6663 -3.5851 2.2392 0.036 0.013 0.019
H -4.3285 -2.1199 1.5653 -0.057 -0.024 -0.011
C -1.6507 -4.1133 -4.7576 0.143 0.057 0.021
N -2.5787 -3.0562 -4.3449 0.158 -0.100 -0.055
C -3.5484 -2.5850 -5.1732 -0.040 -0.011 -0.042
C -4.3735 -1.5887 -4.7992 -0.070 0.117 0.029
C -4.1880 -1.0377 -3.5032 0.030 0.085 0.106
N -3.1842 -1.4587 -2.7164 0.107 -0.242 -0.251
C -2.3608 -2.4255 -3.1605 -0.660 -0.696 0.083
O -1.3784 -2.7485 -2.4272 -0.226 -0.707 -0.640
N -5.0061 -0.1103 -3.0221 0.031 0.073 -0.093
H -1.9988 -4.5483 -5.6888 -0.054 0.023 -0.003
H -1.6024 -4.8795 -3.9893 -0.056 -0.019 0.005
H -0.6552 -3.6954 -4.8957 -0.017 0.047 -0.032
H -3.6168 -3.0494 -6.1470 0.015 -0.068 0.048
H -5.1368 -1.2085 -5.4605 -0.004 -0.075 -0.015
H -5.7469 0.2606 -3.5921 -0.013 0.018 0.021
H -4.8417 0.3051 -2.1186 0.033 -0.007 0.005
C 1.2754 -0.5600 3.9372 0.046 0.078 0.007
C 2.2528 0.4303 3.2868 0.040 -0.129 -0.054
C 3.0627 1.1357 4.3944 -0.069 0.141 -0.072
C 3.2246 -0.3906 2.4189 -0.003 0.106 0.048
Si 1.3142 1.7685 2.3148 -0.290 -0.481 -0.647
Br 0.6001 0.2774 0.2253 1.252 1.012 1.647
C 2.3343 3.0814 1.4092 0.014 0.000 -0.186
C 3.6892 2.5095 0.9622 -0.034 0.036 0.105
C 1.6386 3.6187 0.1453 0.012 -0.003 0.052
C 2.5812 4.2478 2.3878 -0.121 -0.102 0.126
C -0.4116 2.2468 2.9543 -0.133 0.000 -0.075
C -1.0321 3.3479 2.0807 0.051 0.011 0.041
C -1.4109 1.0770 2.9734 0.025 0.004 0.083
C -0.2504 2.7911 4.3886 0.197 -0.040 -0.042
H 1.8494 -1.3462 4.4361 -0.010 0.022 -0.016
H 0.6299 -1.0274 3.1871 0.000 -0.024 0.076
H 0.6534 -0.0828 4.6949 -0.024 -0.069 -0.033
H 3.5704 0.3810 5.0012 -0.023 0.021 0.000
H 2.4284 1.7295 5.0580 0.066 -0.043 0.019
H 3.8285 1.7936 3.9778 -0.008 -0.040 0.052
H 3.6386 -1.1967 3.0319 -0.013 0.025 -0.012
H 4.0580 0.2070 2.0585 -0.009 -0.080 -0.014
H 2.7208 -0.8317 1.5576 0.076 -0.062 0.045
H 3.5647 1.6211 0.3390 0.058 0.038 -0.006
H 4.3310 2.2672 1.8104 0.012 -0.013 -0.065
H 4.2055 3.2679 0.3677 -0.005 -0.016 0.022
H 1.5051 2.8322 -0.5982 0.001 0.070 -0.020
H 2.2764 4.3917 -0.2930 -0.003 -0.030 0.021
H 0.6719 4.0699 0.3496 0.034 0.012 -0.064
H 3.0594 3.9167 3.3143 0.015 0.076 -0.043
H 1.6559 4.7661 2.6495 0.062 0.013 -0.011
H 3.2443 4.9741 1.9102 -0.013 -0.020 0.022
H -1.1710 3.0137 1.0498 -0.011 0.048 0.020
H -0.4334 4.2587 2.0822 -0.059 -0.011 -0.028
H -2.0143 3.6062 2.4869 0.019 -0.025 -0.004
H -1.5001 0.6167 1.9879 -0.041 0.018 0.040
H -2.3919 1.4686 3.2594 0.029 0.004 0.007
H -1.1400 0.3094 3.6951 -0.058 -0.002 -0.034
H 0.4343 3.6433 4.4245 -0.068 -0.013 0.056
H 0.1180 2.0300 5.0799 -0.043 0.050 0.002
H -1.2239 3.1288 4.7534 0.026 0.010 -0.010
```
Forces are in eV/Å.

Here are the Löwdin charges for atoms 1 to 2, given in e:
1 Dy 1.353
2 O 0.108

=====

Record 3
Entry from OMol25: a 2-piece molecular cluster, C3H7O2PS overall at a distorted geometry (wB97M-V/def2-TZVPD).

Properties
net charge	0
E	-1008.45510	Eh
F_max	0.0377	hartree/bohr
SMILES	O=C=CCO.PS
gap between HOMO and LUMO	9.68	eV

```
14
Properties=species:S:1:pos:R:3:forces:R:3
O -0.2334 -1.4636 1.0976 -0.472 -0.086 0.656
C 0.6204 -1.2281 0.3661 0.346 0.031 -0.276
C 1.5650 -0.9942 -0.5102 0.715 0.814 0.713
C 2.8304 -0.1553 -0.2446 -0.716 -0.556 0.331
O 2.5804 1.1902 0.0728 -1.216 1.064 -0.134
H 1.3783 -1.4451 -1.4462 -0.049 -0.327 -0.982
H 3.2961 -0.5291 0.7263 0.300 0.124 -1.912
H 3.3514 -0.1129 -1.2335 0.491 -0.923 1.208
H 1.8459 1.5004 -0.4963 0.622 -0.149 0.452
P -3.5014 1.3942 0.5944 -0.773 0.706 0.483
S -3.1312 -0.4210 -0.3262 0.120 -0.585 -1.268
H -4.7150 1.0477 1.2990 0.519 0.139 -0.275
H -2.6960 1.1886 1.7313 0.088 -0.088 0.015
H -3.1908 0.0283 -1.6307 0.027 -0.164 0.990
```
Forces are in eV/Å.

Here are the Löwdin charges for atoms 1 to 2, given in e:
1 O 0.163
2 C -0.214

=====

Record 4
Entry from OMol25: one molecule with the formula C8H16O (wB97M-V/def2-TZVPD).

Properties
net charge	0
E	-389.63362	Eh
F_max	0.0175	hartree/bohr
SMILES	C=C([C@H](C)O)C(C)(C)C
gap between HOMO and LUMO	10.06	eV

```
25
Properties=species:S:1:pos:R:3:forces:R:3
C -0.1173 1.4658 1.4760 -0.043 0.020 0.051
C -0.2363 0.6335 0.4512 -0.030 0.085 -0.280
C -1.6459 0.4002 -0.0743 -0.447 0.079 0.776
C -2.3290 -0.7268 0.7191 0.104 0.205 -0.341
O -1.6703 0.1401 -1.4640 0.035 -0.005 -0.342
C 0.9557 -0.0443 -0.2034 0.226 -0.077 -0.086
C 1.2985 0.7518 -1.4714 -0.092 0.027 -0.075
C 0.6473 -1.4965 -0.5836 -0.048 0.030 0.063
C 2.1784 -0.0627 0.7190 -0.166 -0.009 -0.164
H -0.9779 1.9671 1.8901 -0.197 0.122 0.001
H 0.8189 1.6858 1.9522 0.257 -0.053 0.118
H -2.2170 1.3257 0.1147 0.194 -0.175 0.016
H -1.9127 -1.6897 0.4444 0.085 -0.161 -0.018
H -2.1798 -0.5715 1.7805 -0.047 0.030 0.194
H -3.3980 -0.7407 0.5138 -0.149 -0.019 -0.036
H -2.5730 -0.0796 -1.7120 -0.026 0.008 0.007
H 2.1044 0.2594 -2.0199 0.019 -0.004 -0.006
H 0.4198 0.8187 -2.1150 0.189 0.045 -0.029
H 1.6235 1.7616 -1.2073 -0.036 -0.047 -0.036
H 0.4340 -2.0829 0.3121 -0.017 -0.087 -0.026
H -0.1958 -1.5471 -1.2640 -0.049 -0.110 -0.009
H 1.5099 -1.9382 -1.0820 0.090 -0.010 0.021
H 1.9340 -0.5431 1.6631 0.036 -0.049 0.155
H 2.5458 0.9391 0.9161 0.092 0.152 0.076
H 2.9829 -0.6256 0.2448 0.023 0.004 -0.031
```
Forces are in eV/Å.

Here are the Löwdin charges for atoms 1 to 2, given in e:
1 C 0.070
2 C -0.226

=====

Q: Look up the F_max of the first one.
A: 0.0843 hartree/bohr

=====

Q: Which of these has the highest E?
A: C8H16O

=====

Q: Among the records above, which one has the highest E?
A: C8H16O